A molecular structure, C32H43F12GeN3O2ReSi3, computed with ωB97M-V with the def2-TZVPD basis set.

Computed properties:
Total charge   +1
HOMO energy (spin up / spin down)   -10.707 / -11.033 eV
Spin multiplicity   3
HOMO-LUMO gap (spin up / spin down)   6.16 / 7.18 eV
LUMO level (spin up / spin down)   -4.55 / -3.85 eV

Geometry (Å):
1 Re -0.172182 -0.917003 0.052575
2 C -0.135257 2.943014 -5.724450
3 C 0.166427 2.076615 -4.536635
4 C 1.228864 2.367429 -3.686654
5 C 1.491356 1.568730 -2.590006
6 C 0.688453 0.468632 -2.326532
7 N 1.087469 -0.370899 -1.224982
8 C 2.307167 -1.116388 -1.427358
9 C 2.741116 -1.335909 -2.734457
10 C 3.869214 -2.089956 -2.990943
11 C 4.604607 -2.646249 -1.953371
12 C 5.815622 -3.491475 -2.215691
13 C 4.175602 -2.407720 -0.654034
14 C 3.035421 -1.667528 -0.362996
15 C 2.666841 -1.335040 1.080206
16 O 1.301179 -1.265478 1.302019
17 C 3.151524 -2.393791 2.113022
18 F 4.469783 -2.453941 2.289919
19 F 2.601755 -2.161867 3.306137
20 F 2.740097 -3.621039 1.721962
21 C 3.332858 0.036021 1.382725
22 F 2.912948 0.943970 0.490341
23 F 3.027556 0.502753 2.592834
24 F 4.664216 -0.033575 1.290128
25 C -0.416468 0.175415 -3.131313
26 C -0.637998 0.982241 -4.243473
27 C -1.357439 -0.959324 -2.720555
28 O -1.545091 -0.958052 -1.347676
29 C -2.775272 -0.800747 -3.346158
30 F -3.658718 -1.576139 -2.712783
31 F -3.225219 0.451840 -3.256282
32 F -2.770480 -1.141244 -4.644848
33 C -0.814897 -2.361127 -3.172512
34 F -0.194700 -2.292580 -4.351268
35 F -1.774704 -3.285154 -3.261056
36 F 0.072134 -2.835891 -2.272572
37 H 0.763104 3.440680 -6.085773
38 H -0.860163 3.715756 -5.462123
39 H -0.556994 2.359423 -6.541740
40 H 1.867106 3.217076 -3.893314
41 H 2.341949 1.762576 -1.949869
42 H 2.188551 -0.923465 -3.564226
43 H 4.177449 -2.244311 -4.016977
44 H 6.290578 -3.215723 -3.155764
45 H 5.541415 -4.546163 -2.279518
46 H 6.549584 -3.388180 -1.417578
47 H 4.770224 -2.808389 0.152469
48 H -1.463449 0.772257 -4.907495
49 N -1.250743 -4.798095 1.132163
50 C -2.407794 -4.524994 0.433996
51 C -2.358139 -3.210301 0.128133
52 N -1.188453 -2.676496 0.652025
53 C -0.538854 -3.680742 1.238442
54 H -0.977201 -5.692665 1.505874
55 H -3.144428 -5.278710 0.226390
56 H -3.056442 -2.603019 -0.417513
57 H 0.404633 -3.598469 1.743670
58 C 1.688283 3.675738 0.974258
59 Si -0.145333 3.304981 1.050594
60 C -0.945154 3.792211 -0.580484
61 C -0.843459 4.273842 2.501399
62 Ge -0.813041 1.043849 1.587940
63 Si -0.576309 0.359951 3.926423
64 C -0.832175 -1.491201 4.158886
65 C -1.942749 1.287070 4.825792
66 C 1.022187 0.863107 4.762584
67 Si -3.198512 1.153845 1.261799
68 C -3.969946 2.632554 2.139367
69 C -3.987921 -0.412525 1.959787
70 C -3.663767 1.360109 -0.537016
71 H 1.786693 4.765175 0.978708
72 H 2.158777 3.307059 0.066168
73 H 2.238262 3.286803 1.830089
74 H -0.359425 4.589172 -1.043231
75 H -1.960325 4.165895 -0.437324
76 H -0.990783 2.961073 -1.287436
77 H -0.667925 5.338447 2.327564
78 H -0.323279 4.005897 3.423251
79 H -1.914821 4.133579 2.656948
80 H -1.883741 -1.733512 4.319095
81 H -0.270294 -1.823992 5.033787
82 H -0.474471 -2.066947 3.308920
83 H -2.945240 0.938443 4.578660
84 H -1.894694 2.362090 4.647495
85 H -1.792458 1.131541 5.897012
86 H 1.844842 0.193784 4.533303
87 H 0.850380 0.820785 5.841258
88 H 1.325440 1.881631 4.514905
89 H -3.660063 2.776272 3.172595
90 H -5.051944 2.478241 2.140734
91 H -3.779720 3.554927 1.588088
92 H -4.100442 -0.337707 3.044562
93 H -3.397579 -1.309551 1.764845
94 H -4.983540 -0.565549 1.540401
95 H -3.452746 2.376314 -0.877995
96 H -4.733003 1.183194 -0.667541
97 H -3.125722 0.666816 -1.180728

Atoms 1-2, force components in eV/Å:
0.263 -0.238 0.360
-0.001 0.018 -0.050

9 unconnected molecules or ions with the total composition C32H44BN8 at a distorted geometry, computed with ωB97M-V with the def2-TZVPD basis set.

Computed properties:
Total charge   -1
HOMO energy   -5.440 eV
HOMO-LUMO gap   7.92 eV
LUMO level   2.48 eV

Geometry (Å):
1 B 0.600765 -0.160588 0.128894
2 H -0.624235 -0.324588 -0.380106
3 H 0.372765 0.545412 0.970894
4 H 1.162765 -1.158588 0.672894
5 H 1.345765 0.469412 -0.558106
6 N 0.710765 3.439412 0.032894
7 C 0.650765 4.247412 -0.949106
8 C 0.780765 5.580412 -0.460106
9 C 0.974765 5.503412 1.084894
10 C 0.835765 3.981412 1.336894
11 H 0.807765 2.412412 -0.052106
12 H 0.537765 3.880412 -1.962106
13 H 0.683765 6.660412 -1.012106
14 H 0.951765 6.139412 1.773894
15 H 1.037765 3.418412 2.348894
16 N 2.326765 -3.859588 -0.427106
17 C 3.250765 -4.722588 -0.981106
18 C 2.599765 -6.179588 -0.797106
19 C 1.311765 -5.925588 -0.037106
20 C 1.172765 -4.482588 0.107894
21 H 2.467765 -2.829588 -0.421106
22 H 4.098765 -4.349588 -1.409106
23 H 2.883765 -7.181588 -1.130106
24 H 0.376765 -6.594588 0.252894
25 H 0.428765 -3.777588 0.682894
26 N -3.915235 -2.009588 -3.192106
27 C -3.723235 -1.082588 -2.181106
28 C -4.870235 -0.167588 -2.203106
29 C -5.719235 -0.532588 -3.301106
30 C -5.051235 -1.718588 -3.871106
31 H -3.238235 -2.769588 -3.580106
32 H -2.778235 -1.253588 -1.517106
33 H -4.914235 0.705412 -1.411106
34 H -6.471235 -0.070588 -3.646106
35 H -5.283235 -2.560588 -4.654106
36 N 3.227765 -1.546588 -2.249106
37 C 3.159765 -2.244588 -3.363106
38 C 4.533765 -2.223588 -3.902106
39 C 5.420765 -1.670588 -2.855106
40 C 4.488765 -1.087588 -1.776106
41 H 2.382765 -1.118588 -1.650106
42 H 2.272765 -2.393588 -3.867106
43 H 4.876765 -2.444588 -4.816106
44 H 6.430765 -1.403588 -2.750106
45 H 4.789765 -0.517588 -0.869106
46 N -1.277235 -1.168588 2.851894
47 C -2.594235 -0.968588 2.978894
48 C -3.090235 -2.045588 3.967894
49 C -1.838235 -2.635588 4.605894
50 C -0.660235 -2.050588 3.740894
51 H -0.662235 -0.917588 2.234894
52 H -3.133235 -0.409588 2.356894
53 H -4.134235 -2.280588 4.247894
54 H -1.615235 -3.413588 5.275894
55 H 0.391765 -2.537588 3.720894
56 N 1.971765 0.057412 5.322894
57 C 2.907765 0.220412 6.273894
58 C 4.178765 0.187412 5.693894
59 C 3.989765 -0.336588 4.260894
60 C 2.441765 -0.318588 4.047894
61 H 0.854765 0.137412 5.450894
62 H 2.563765 0.298412 7.422894
63 H 5.076765 0.252412 6.004894
64 H 4.706765 -0.406588 3.525894
65 H 1.875765 -0.287588 3.268894
66 N -2.260235 2.630412 0.904894
67 C -2.583235 3.641412 1.948894
68 C -4.020235 3.390412 2.173894
69 C -4.460235 2.099412 1.466894
70 C -3.248235 1.691412 0.754894
71 H -1.426235 2.706412 0.303894
72 H -1.937235 4.468412 2.299894
73 H -4.674235 4.017412 2.637894
74 H -5.371235 1.676412 1.390894
75 H -3.094235 0.830412 0.013894
76 N 0.490765 2.178412 -4.430106
77 C -0.281235 1.542412 -3.495106
78 C -1.689235 2.277412 -3.446106
79 C -1.566235 3.349412 -4.612106
80 C -0.154235 3.198412 -5.126106
81 H 1.484765 1.921412 -4.529106
82 H 0.020765 0.739412 -2.810106
83 H -2.560235 2.070412 -2.894106
84 H -2.177235 4.005412 -5.023106
85 H 0.186765 3.568412 -5.947106

Atoms 1-2, force components in eV/Å:
-1.138 -1.780 -1.062
1.642 -0.253 0.211

20 unconnected molecules or ions with the total composition C32H44BrCl58 at a distorted geometry, computed with ωB97M-V with the def2-TZVPD basis set.

Computed properties:
Total charge   -1
HOMO energy   -2.957 eV
HOMO-LUMO gap   4.43 eV
LUMO level   1.47 eV

Geometry (Å):
1 C 5.471495 -0.531718 -0.954866
2 C 4.357939 -1.591786 -1.294717
3 C 4.926171 -2.997305 -1.670759
4 C 3.849578 -3.987201 -2.282565
5 C 3.089672 -4.689211 -1.103996
6 C 1.977984 -3.664431 -0.570690
7 C 0.533205 -4.318640 -0.570513
8 C -0.346920 -3.739252 0.615171
9 C -1.747119 -3.151910 0.134924
10 C -2.068731 -1.636337 0.417026
11 Cl -1.661424 -1.204918 2.188697
12 C -1.177925 -0.684001 -0.509710
13 Br 0.637098 -0.111785 0.162161
14 C -1.080758 -1.249121 -1.965251
15 C -2.480055 -1.657873 -2.582053
16 H 4.975343 0.434424 -0.703478
17 H 5.961701 -0.877144 -0.016260
18 H 6.228438 -0.415446 -1.765355
19 H 3.641714 -1.173178 -2.042693
20 H 3.775464 -1.720797 -0.346549
21 H 5.789561 -2.837358 -2.353202
22 H 5.322241 -3.515970 -0.765407
23 H 3.140114 -3.450077 -2.962185
24 H 4.330460 -4.767436 -2.928345
25 H 2.515114 -5.568359 -1.472365
26 H 3.748261 -4.939319 -0.238664
27 H 1.952032 -2.798136 -1.278734
28 H 2.244662 -3.235219 0.424106
29 H 0.082431 -4.122546 -1.572430
30 H 0.668302 -5.423825 -0.486170
31 H 0.264048 -3.053703 1.236089
32 H -0.569178 -4.632036 1.255142
33 H -2.518675 -3.743726 0.698692
34 H -1.873773 -3.427178 -0.935204
35 H -1.768328 0.266492 -0.563452
36 H -0.702957 -0.405362 -2.604369
37 H -0.312653 -2.051523 -2.082482
38 H -2.376055 -2.730000 -2.897956
39 H -2.738708 -1.089487 -3.495955
40 H -3.303594 -1.629968 -1.835656
41 C -0.380476 6.614742 -3.087912
42 Cl -1.798027 6.764140 -4.136401
43 Cl -0.787256 5.743142 -1.606424
44 Cl 0.941854 5.815176 -3.945438
45 H -0.056341 7.612459 -2.813466
46 C -3.543921 1.677010 3.807161
47 Cl -3.247973 1.993637 5.525125
48 Cl -5.037574 0.782546 3.524722
49 Cl -3.574333 3.205055 2.922334
50 H -2.720929 1.074541 3.422542
51 C 1.383187 2.573004 -4.173506
52 Cl 2.951122 2.123473 -4.852971
53 Cl 0.098656 2.298153 -5.362392
54 Cl 1.046238 1.685322 -2.681356
55 H 1.407054 3.632216 -3.942038
56 C 7.599920 -3.655843 -5.100972
57 Cl 7.903392 -2.210461 -4.128975
58 Cl 8.252677 -5.091580 -4.301861
59 Cl 5.872954 -3.846966 -5.414476
60 H 8.105657 -3.536292 -6.052439
61 C 9.109626 -1.777015 1.013950
62 Cl 9.358592 -3.455583 1.511005
63 Cl 8.719580 -1.691692 -0.710334
64 Cl 7.849343 -1.022173 1.995776
65 H 10.033889 -1.234731 1.178652
66 C -4.956151 1.965846 9.027253
67 Cl -4.735190 3.410819 10.022600
68 Cl -4.348269 0.534882 9.866639
69 Cl -6.657223 1.761010 8.595195
70 H -4.385422 2.090979 8.112716
71 C -2.274573 -2.005246 7.813411
72 Cl -2.902689 -0.808443 6.676132
73 Cl -3.096536 -3.564746 7.657651
74 Cl -0.543652 -2.177933 7.525858
75 H -2.440415 -1.632705 8.819060
76 C -0.119235 1.247593 9.865814
77 Cl 1.514707 0.583112 9.747328
78 Cl -0.844935 1.401456 8.264346
79 Cl -1.126728 0.235896 10.909323
80 H -0.057058 2.236781 10.306327
81 C -6.545636 -0.104164 0.091718
82 Cl -7.125165 1.279612 -0.849801
83 Cl -7.152184 -1.613651 -0.603657
84 Cl -4.785671 -0.147716 0.162053
85 H -6.936194 -0.007411 1.099145
86 C -4.803524 3.803215 -4.140324
87 Cl -3.428943 4.303309 -3.151463
88 Cl -4.505268 2.240825 -4.917639
89 Cl -6.261207 3.747245 -3.142641
90 H -4.950280 4.547035 -4.916111
91 C -7.684957 -0.000443 -5.047957
92 Cl -9.103318 0.455387 -6.005372
93 Cl -8.161434 -0.910524 -3.613089
94 Cl -6.550122 -0.931791 -6.032345
95 H -7.187321 0.908395 -4.723577
96 C -7.619433 1.578265 -9.162588
97 Cl -8.555063 3.016117 -9.592073
98 Cl -7.897651 0.281136 -10.331155
99 Cl -5.897680 1.963212 -9.055254
100 H -7.951725 1.235548 -8.189194
101 C 3.471944 -8.885185 -0.035625
102 Cl 4.249131 -7.454789 0.651930
103 Cl 1.988150 -8.445313 -0.887521
104 Cl 4.581266 -9.736839 -1.119244
105 H 3.210707 -9.553686 0.776990
106 C -0.439356 -5.207216 4.373710
107 Cl -1.349267 -6.027357 3.102610
108 Cl 1.220720 -4.886051 3.852854
109 Cl -1.247979 -3.711735 4.828438
110 H -0.403866 -5.857988 5.240236
111 C 3.925068 3.159347 8.898564
112 Cl 4.623967 4.533581 9.766416
113 Cl 2.531563 3.670930 7.940795
114 Cl 5.138898 2.387761 7.872621
115 H 3.586194 2.431984 9.628935
116 C 0.306123 4.854141 -8.201305
117 Cl -1.256131 4.359724 -7.537537
118 Cl 0.269309 6.555186 -8.679069
119 Cl 1.597170 4.570957 -7.029681
120 H 0.507136 4.254898 -9.082244
121 C -5.139771 6.695272 1.730076
122 Cl -3.495019 6.050422 1.656335
123 Cl -5.756020 7.014822 0.103583
124 Cl -6.212699 5.588557 2.593533
125 H -5.112305 7.633364 2.272931
126 C 4.651926 -1.750482 9.039510
127 Cl 4.864797 -0.317758 10.055108
128 Cl 5.296693 -3.185056 9.846950
129 Cl 2.948336 -1.971615 8.633851
130 H 5.204289 -1.600521 8.118187
131 C 2.412562 9.828969 -8.097443
132 Cl 0.982908 9.982114 -9.129108
133 Cl 2.026409 8.942980 -6.618483
134 Cl 3.728568 9.036806 -8.972409
135 H 2.739259 10.825106 -7.820919

Atoms 1-2, force components in eV/Å:
-0.737 -0.628 0.358
0.148 0.151 0.932